Record 1
The following is a quantum chemistry calculation of a molecular structure, C34H45MnN6OP2S in a non-equilibrium geometry, from the OMol25 dataset.

Geometry as ORCA input:
```
! wB97M-V def2-TZVPD RIJCOSX def2/J DEFGRID3
* xyz 1 6
Mn -0.641 -1.375 0.135
C -2.646 -3.052 2.751
C -2.938 -1.612 2.336
N -1.734 -0.777 2.109
C -0.927 -0.512 3.307
C 0.336 -1.342 3.342
N 1.047 -1.226 2.067
C 2.382 -1.859 2.118
C 2.531 -3.118 1.278
C 2.448 -2.859 -0.216
N 1.078 -2.710 -0.739
C 0.398 -3.986 -1.042
C -0.357 -4.600 0.144
N -0.889 -3.590 1.073
C -2.195 -3.968 1.625
H -3.574 -3.461 3.151
H -1.923 -3.080 3.574
H -3.563 -1.145 3.102
H -3.497 -1.624 1.400
H -2.069 0.117 1.776
H -1.513 -0.680 4.214
H -0.630 0.540 3.296
H 0.116 -2.393 3.538
H 0.954 -0.990 4.172
H 1.189 -0.236 1.909
H 2.627 -2.103 3.154
H 3.127 -1.134 1.782
H 1.807 -3.881 1.584
H 3.520 -3.528 1.487
H 2.949 -3.665 -0.756
H 2.987 -1.934 -0.430
H 1.179 -2.236 -1.627
H 1.112 -4.719 -1.425
H -0.327 -3.786 -1.821
H 0.259 -5.328 0.677
H -1.198 -5.142 -0.286
H -0.239 -3.465 1.838
H -2.177 -5.000 1.990
H -2.922 -3.922 0.813
N 0.700 1.618 -1.516
P 2.027 1.206 -0.461
C 3.190 2.559 -0.893
C 4.554 2.290 -0.869
C 5.475 3.318 -1.047
C 5.032 4.613 -1.260
C 3.667 4.888 -1.295
C 2.747 3.868 -1.108
C 1.448 1.889 1.161
C 0.221 2.509 1.383
C -0.103 3.004 2.647
C 0.795 2.883 3.698
C 2.029 2.277 3.482
C 2.349 1.782 2.226
P -0.743 0.678 -1.468
C -2.044 1.932 -1.186
C -1.952 3.190 -1.775
C -2.932 4.139 -1.533
C -4.015 3.835 -0.709
C -4.119 2.578 -0.135
C -3.130 1.629 -0.370
C -1.021 0.337 -3.242
C 0.018 0.328 -4.168
C -0.242 0.108 -5.516
C -1.537 -0.134 -5.943
C -2.579 -0.148 -5.020
C -2.325 0.095 -3.680
H 1.025 1.817 -2.453
H 4.901 1.273 -0.718
H 6.536 3.104 -1.019
H 5.749 5.414 -1.397
H 3.319 5.902 -1.454
H 1.683 4.082 -1.118
H -0.483 2.642 0.569
H -1.057 3.498 2.798
H 0.543 3.270 4.679
H 2.745 2.198 4.291
H 3.324 1.327 2.065
H -1.114 3.431 -2.420
H -2.857 5.118 -1.991
H -4.777 4.582 -0.520
H -4.969 2.335 0.492
H -3.211 0.635 0.064
H 1.047 0.473 -3.856
H 0.573 0.126 -6.231
H -1.738 -0.308 -6.993
H -3.594 -0.341 -5.347
H -3.144 0.124 -2.974
O -2.676 -3.942 -2.478
S -3.109 -2.667 -1.909
N -2.313 -1.983 -0.885
*
```

As for the highest occupied orbital energy (alpha / beta): -10.457 / -11.041 eV. The LUMO energy (alpha / beta) comes out at -1.918 / -2.272 eV. The total energy comes out at -3958.15668 Ha.

---

Record 2
The following is a quantum chemistry calculation of a molecular structure, C34H45N6OS2SbSi3Ti in a non-equilibrium geometry, from the OMol25 dataset.

Geometry as ORCA input:
```
! wB97M-V def2-TZVPD RIJCOSX def2/J DEFGRID3
* xyz -2 1
Ti 0.610 -1.573 0.343
C -2.876 -0.049 2.633
Sb -1.061 0.663 1.631
C 0.452 -0.797 2.393
C 1.647 -0.003 2.852
C 2.943 -0.544 2.786
C 4.028 0.195 3.195
C 3.821 1.478 3.692
C 2.519 1.936 3.738
N 1.461 1.225 3.352
Si -0.002 -1.890 3.826
C -0.717 -0.895 5.258
C 1.503 -2.706 4.645
C -1.121 -3.358 3.456
C -1.239 2.538 -2.638
C -0.311 1.487 -2.973
C 0.998 1.760 -3.475
C 1.840 0.743 -3.845
C 1.428 -0.584 -3.703
C 0.185 -0.789 -3.135
N -0.655 0.183 -2.804
Si -3.008 2.384 -2.988
C -3.516 0.849 -3.985
C -4.199 2.528 -1.500
C -3.604 3.804 -4.120
Si -0.611 4.156 -2.112
C 0.881 4.131 -0.967
C -0.134 5.348 -3.526
C -1.924 5.081 -1.101
H -2.821 -1.122 2.800
H -3.696 0.167 1.946
H -3.066 0.463 3.577
H 3.084 -1.527 2.350
H 5.030 -0.208 3.102
H 4.644 2.110 3.997
H 2.301 2.934 4.107
H 0.092 -0.313 5.709
H -1.137 -1.549 6.029
H -1.486 -0.192 4.942
H 2.281 -1.984 4.892
H 1.960 -3.489 4.032
H 1.166 -3.174 5.576
H -2.143 -3.075 3.209
H -1.140 -4.021 4.328
H -0.737 -3.920 2.605
H 1.317 2.790 -3.575
H 2.822 0.967 -4.249
H 2.055 -1.415 -4.000
H -0.183 -1.808 -2.984
H -4.343 0.311 -3.513
H -2.679 0.158 -4.073
H -3.832 1.145 -4.990
H -3.716 2.224 -0.568
H -5.100 1.920 -1.634
H -4.514 3.567 -1.371
H -3.072 3.768 -5.075
H -3.424 4.788 -3.681
H -4.679 3.720 -4.322
H 1.777 3.717 -1.433
H 0.676 3.521 -0.084
H 1.108 5.151 -0.639
H 0.898 5.178 -3.848
H -0.214 6.399 -3.224
H -0.783 5.193 -4.391
H -2.225 4.463 -0.251
H -2.825 5.326 -1.667
H -1.510 6.016 -0.712
S 2.816 -2.272 -0.747
C 3.858 -0.887 -0.688
C 5.252 -1.093 -0.952
N 6.366 -1.297 -1.168
C 3.359 0.340 -0.385
S 1.688 0.628 -0.124
C 4.255 1.464 -0.269
N 4.975 2.356 -0.160
C -2.572 -0.958 -0.769
C -1.386 -0.938 0.149
O -1.149 -2.159 0.720
H -3.393 -1.467 -0.250
H -2.360 -1.492 -1.700
H -2.885 0.045 -1.045
N 0.965 -9.074 0.226
C 0.925 -7.925 0.246
C 0.869 -6.478 0.275
C 1.687 -5.765 1.143
C 1.596 -4.385 1.130
N 0.741 -3.726 0.343
C -0.039 -4.416 -0.489
C -0.007 -5.798 -0.561
H 2.380 -6.263 1.805
H 2.219 -3.775 1.770
H -0.725 -3.842 -1.098
H -0.658 -6.326 -1.243
*
```

As for the highest occupied orbital energy: -1.017 eV. The LUMO energy comes out at 2.858 eV. The total energy comes out at -4481.07613 Ha.

---

Record 3
The following is a quantum chemistry calculation of a molecular structure, C34H46BaClI2N3O5SSiTe in a non-equilibrium geometry, from the OMol25 dataset.

Geometry as ORCA input:
```
! wB97M-V def2-TZVPD RIJCOSX def2/J DEFGRID3
* xyz -2 1
Ba 12.299 13.491 11.110
I 9.778 18.234 13.063
C 10.414 18.027 11.141
C 10.170 19.051 10.232
C 10.477 18.984 8.900
I 10.106 20.708 7.838
C 11.220 17.881 8.423
C 11.988 17.865 7.211
C 12.833 16.788 7.001
C 12.799 15.654 7.866
N 12.116 15.687 8.965
C 11.444 16.811 9.356
C 10.991 16.826 10.765
O 11.184 15.844 11.507
H 9.692 19.914 10.631
H 12.059 18.678 6.487
H 13.500 16.824 6.131
H 13.327 14.695 7.650
C 16.061 12.043 12.612
C 15.147 13.017 13.215
O 13.925 12.813 13.165
N 15.639 14.128 13.817
C 14.757 15.113 14.321
C 14.626 16.307 13.433
C 13.837 17.351 13.812
C 13.490 18.363 12.880
C 14.015 18.229 11.569
C 14.819 17.142 11.338
N 15.141 16.190 12.201
H 15.690 11.755 11.620
H 16.061 11.083 13.185
H 17.074 12.381 12.641
H 16.678 14.268 13.747
H 14.784 15.237 15.382
H 13.751 14.657 14.190
H 13.388 17.393 14.821
H 12.737 19.146 13.010
H 13.736 18.876 10.796
H 15.098 16.892 10.338
Cl 16.382 10.625 6.757
C 15.930 11.006 8.499
C 14.606 11.795 8.658
O 14.508 12.381 9.750
O 13.725 11.623 7.798
H 16.738 11.572 8.933
H 15.707 9.991 8.861
Te 19.906 9.041 12.068
C 18.342 7.582 12.422
C 17.046 7.731 12.870
C 16.296 6.500 12.891
C 17.020 5.453 12.413
S 18.637 5.891 12.056
H 16.551 8.658 13.049
H 15.252 6.367 13.151
H 16.584 4.484 12.084
C 10.596 13.883 14.546
Si 10.312 12.228 13.411
C 10.468 10.715 14.758
C 11.814 10.962 15.508
C 10.502 9.373 14.035
C 9.365 10.763 15.747
C 8.451 12.299 12.833
C 7.350 12.917 13.728
C 7.967 10.965 12.452
C 8.613 13.199 11.602
H 9.891 13.729 15.381
H 10.300 14.745 13.941
H 11.569 13.945 14.920
H 12.664 11.200 14.826
H 12.099 10.153 16.279
H 11.636 11.836 16.118
H 11.187 9.288 13.181
H 9.489 9.073 13.776
H 10.804 8.535 14.816
H 9.329 11.724 16.290
H 9.403 10.049 16.589
H 8.372 10.632 15.325
H 7.211 12.325 14.648
H 6.416 13.032 13.167
H 7.749 13.939 13.995
H 7.719 10.290 13.323
H 8.601 10.383 11.780
H 6.966 11.042 12.039
H 9.035 14.111 11.879
H 7.679 13.376 11.028
H 9.251 12.756 10.923
C 11.488 9.644 9.608
C 10.743 10.880 9.106
O 11.523 12.080 9.077
H 10.740 8.907 9.900
H 12.007 9.868 10.550
H 12.128 9.182 8.828
H 9.926 11.035 9.752
H 10.259 10.647 8.160
H 12.480 11.928 8.549
*
```

As for the highest occupied orbital energy: -1.510 eV. The LUMO energy comes out at 2.848 eV. The total energy comes out at -3900.57169 Ha.

---

Record 4
The following is a quantum chemistry calculation of a molecular structure, C34H46F2N4OS4Sc in a non-equilibrium geometry, from the OMol25 dataset.

Geometry as ORCA input:
```
! wB97M-V def2-TZVPD RIJCOSX def2/J DEFGRID3
* xyz -1 1
Sc -0.995 0.217 0.024
C 3.421 2.251 0.493
C 1.927 2.490 0.321
S 0.959 1.353 1.287
C 1.472 3.502 -0.450
C 2.443 4.414 -1.168
S -0.218 3.936 -0.684
H 3.589 1.366 1.105
H 3.917 3.096 0.983
H 3.927 2.091 -0.465
H 3.452 4.006 -1.249
H 2.512 5.377 -0.649
H 2.073 4.632 -2.171
C 0.204 2.108 4.699
N -0.423 2.901 3.663
C -0.006 4.144 3.220
C -0.792 4.488 2.187
N -1.698 3.450 2.014
C -1.455 2.465 2.915
S -2.265 1.007 3.081
C -2.647 3.377 0.971
C -3.381 4.520 0.678
C -4.309 4.454 -0.343
C -4.489 3.249 -1.000
C -3.719 2.163 -0.614
N -2.794 2.218 0.343
H 0.927 2.737 5.216
H 0.706 1.256 4.240
H -0.552 1.753 5.397
H 0.853 4.636 3.638
H -0.736 5.309 1.498
H -3.225 5.422 1.252
H -4.895 5.326 -0.605
H -5.212 3.139 -1.797
H -3.831 1.206 -1.106
C -1.721 3.073 -3.098
S -0.249 2.119 -2.756
C -0.350 1.127 -4.278
O -0.717 1.035 -1.776
H -1.581 3.566 -4.061
H -1.826 3.807 -2.305
H -2.561 2.379 -3.130
H -0.220 1.787 -5.137
H -1.304 0.602 -4.323
H 0.471 0.413 -4.246
F -3.073 -1.980 -0.796
C -3.114 -0.600 -0.588
F -3.453 -0.092 -1.894
H -4.043 -0.442 -0.021
C -3.122 -2.318 3.799
C -2.065 -2.885 2.889
C -1.705 -4.230 2.989
C -0.733 -4.742 2.146
C -0.309 -6.185 2.251
C -0.135 -3.932 1.187
C -0.483 -2.574 1.027
C -1.442 -2.096 1.944
N 0.004 -1.682 0.091
C 1.171 -2.064 -0.721
C 1.561 -0.881 -1.625
C 2.798 -1.172 -2.478
C 2.513 -2.366 -3.391
C 2.129 -3.566 -2.522
C 3.297 -3.903 -1.587
C 3.628 -2.696 -0.702
C 3.989 -1.496 -1.578
C 2.411 -2.345 0.158
C 0.882 -3.227 -1.695
H -3.388 -3.038 4.574
H -4.029 -2.074 3.241
H -2.784 -1.402 4.285
H -2.176 -4.865 3.734
H -0.852 -6.699 3.045
H 0.759 -6.267 2.466
H -0.494 -6.720 1.316
H 0.613 -4.395 0.563
H -1.708 -1.045 1.933
H 1.724 0.007 -1.009
H 0.718 -0.686 -2.286
H 3.028 -0.287 -3.083
H 3.394 -2.600 -4.001
H 1.691 -2.130 -4.076
H 1.913 -4.429 -3.161
H 4.175 -4.190 -2.177
H 3.034 -4.762 -0.959
H 4.473 -2.942 -0.051
H 4.874 -1.715 -2.187
H 4.225 -0.634 -0.946
H 2.598 -1.439 0.744
H 2.227 -3.146 0.868
H 0.532 -4.122 -1.181
H 0.062 -2.912 -2.350
*
```

As for the highest occupied orbital energy: -3.401 eV. The LUMO energy comes out at 2.329 eV. The total energy comes out at -4170.78419 Ha.

---

Record 5
The following is a quantum chemistry calculation of a molecular structure, C34H47BiBrClIN5O3PS6, from the OMol25 dataset.

Geometry as ORCA input:
```
! wB97M-V def2-TZVPD RIJCOSX def2/J DEFGRID3
* xyz -1 1
Bi -0.694 -0.429 0.678
S -0.764 7.051 2.652
C -0.833 5.478 2.143
S -1.357 4.982 0.581
C -1.161 3.239 0.742
C -0.703 2.856 1.957
S -0.371 1.252 2.596
S -0.380 4.134 3.113
S -1.568 2.281 -0.643
N -1.379 -0.917 -2.779
C -1.409 -1.593 -4.069
C -0.201 -2.505 -4.261
C 0.000 -3.516 -3.128
C 0.855 -2.982 -1.976
N 0.421 -3.499 -0.674
H -2.188 -0.319 -2.651
H -0.561 -0.312 -2.724
H -1.460 -0.902 -4.924
H -2.316 -2.209 -4.105
H 0.704 -1.897 -4.374
H -0.343 -3.032 -5.210
H 0.468 -4.419 -3.533
H -0.976 -3.814 -2.733
H 0.766 -1.899 -1.925
H 1.913 -3.192 -2.171
H 0.938 -2.997 0.047
H 0.686 -4.473 -0.572
Cl 4.385 -4.232 4.244
C 2.840 -3.602 3.723
C 2.008 -4.386 2.947
C 0.786 -3.874 2.536
C 0.376 -2.587 2.881
C -0.901 -2.020 2.386
C 1.242 -1.828 3.675
C 2.464 -2.322 4.094
H 2.318 -5.382 2.659
H 0.133 -4.487 1.925
H -1.426 -1.461 3.157
H -1.564 -2.783 1.976
H 0.967 -0.813 3.941
H 3.132 -1.712 4.687
I -5.410 0.368 -1.371
C -4.765 -1.634 -1.238
C -5.657 -2.644 -1.588
C -5.183 -3.943 -1.545
C -3.861 -4.168 -1.182
C -3.063 -3.081 -0.868
N -3.522 -1.825 -0.882
H -6.668 -2.412 -1.888
H -5.833 -4.768 -1.809
H -3.449 -5.168 -1.150
H -2.013 -3.211 -0.620
Br 5.236 -0.411 2.669
C 4.162 0.989 1.962
C 4.484 2.273 2.378
C 3.708 3.349 1.973
C 2.605 3.131 1.162
C 2.295 1.842 0.762
C 3.063 0.746 1.141
C 2.712 -0.636 0.628
O 3.599 -1.350 0.201
O 1.466 -0.993 0.697
H 5.332 2.420 3.033
H 3.957 4.348 2.307
H 1.970 3.954 0.855
H 1.442 1.690 0.113
C -5.637 -0.366 2.559
P -3.995 0.379 2.584
C -3.426 0.136 4.276
C -4.225 2.148 2.396
O -3.122 -0.203 1.521
H -6.198 -0.111 3.459
H -5.514 -1.448 2.499
H -6.181 -0.028 1.678
H -4.084 0.660 4.971
H -2.412 0.527 4.361
H -3.420 -0.929 4.512
H -5.012 2.517 3.056
H -4.476 2.355 1.355
H -3.285 2.650 2.626
C 5.144 1.225 -3.653
C 4.645 1.565 -2.257
N 3.509 2.479 -2.266
C 2.226 2.082 -2.341
S 1.804 0.465 -2.578
N 1.276 3.016 -2.149
C 1.473 4.446 -2.053
C 1.705 5.114 -3.404
H 6.001 0.553 -3.589
H 5.447 2.124 -4.194
H 4.355 0.725 -4.215
H 5.429 2.048 -1.672
H 4.345 0.659 -1.729
H 3.697 3.450 -2.086
H 0.325 2.660 -2.114
H 2.297 4.665 -1.365
H 0.576 4.847 -1.579
H 2.597 4.718 -3.892
H 1.826 6.192 -3.284
H 0.855 4.933 -4.063
*
```

As for the highest occupied orbital energy: -4.451 eV. The LUMO energy comes out at 1.901 eV. The total energy comes out at -8100.52190 Ha.

---

In the order shown, the computed ΔE to the lowest compared entry with this formula, charge and spin values come out to 75.1; 0.0; 148.7; 163.7; 0.0 kJ/mol.